45
Properties=species:S:1:pos:R:3:forces:R:3:lowdin_charge:R:1 method="wB97M-V/def2-TZVPD" lumo_ev="-13.54 / -13.54" gap_ev="3.450 / 3.451" homo_ev="-16.99 / -16.99" total_charge=+3
Nb 0.11563 -1.22688 -0.40387 1.905 0.967 0.556 2.163
C 0.42505 -1.99188 3.89026 0.433 0.230 -2.461 0.059
C 1.06503 -1.49955 2.73810 -0.196 -0.550 0.869 -0.038
N 0.47423 -2.03671 1.63344 -0.689 1.619 -1.542 -0.109
N -0.61384 -2.78878 2.06580 1.139 -0.093 -0.593 -0.026
C -0.59417 -2.83239 3.40043 0.171 0.729 -0.014 0.048
B -1.57810 -3.32013 0.98818 -0.189 -0.526 0.655 -0.440
N -2.22418 -2.00494 0.30654 0.176 0.206 -0.453 -0.011
C -3.41963 -1.99278 -0.27450 -1.328 0.667 0.073 0.033
C -3.75048 -0.69380 -0.70222 0.234 1.091 0.470 0.064
C -2.64481 0.08810 -0.41433 -1.089 -0.457 0.275 -0.028
N -1.69699 -0.65967 0.21091 0.717 -2.111 -0.275 -0.125
N -0.79103 -3.99609 -0.18717 0.831 -0.860 -0.128 0.001
C -0.45747 -5.29917 -0.39301 -0.589 1.459 0.117 0.087
C 0.65676 -5.35412 -1.24781 -0.150 0.568 0.473 0.055
C 0.99562 -4.05479 -1.52753 0.720 -0.246 -1.664 -0.035
N 0.12455 -3.21777 -0.91322 -0.856 1.527 0.637 -0.159
H 0.73710 -1.69386 4.85193 -0.061 -0.232 1.096 0.123
H 1.95682 -0.85966 2.66248 -0.607 -0.360 -0.012 0.149
H -1.32312 -3.44614 3.89069 -0.186 -0.063 0.396 0.157
H -2.39512 -4.08652 1.48684 0.402 0.726 -0.610 0.154
H -4.13022 -2.83210 -0.26552 0.765 0.115 0.027 0.181
H -4.71176 -0.25346 -0.99436 0.455 -0.683 -0.257 0.158
H -2.48730 1.14261 -0.47469 0.052 0.469 -0.397 0.148
H -1.11303 -6.05672 0.03835 0.483 0.013 -0.053 0.172
H 1.18972 -6.20126 -1.59389 0.133 -0.738 -0.301 0.136
H 1.72205 -3.70389 -2.31096 -0.663 -0.247 1.207 0.176
C 1.40604 6.82996 -0.22104 -1.272 0.613 0.204 -0.023
C 1.47976 5.39998 -0.66948 0.968 -0.717 0.753 -0.223
C 2.01775 4.45713 0.25807 -1.830 -1.251 -1.087 0.040
C 1.69165 3.06137 0.11136 1.148 2.792 -0.261 -0.033
C 1.19873 2.64438 -1.10856 -0.134 -0.630 -0.169 -0.317
C 0.86634 3.54563 -2.13994 -1.507 0.812 -0.227 -0.038
C 0.96624 4.92597 -1.88476 0.028 -0.361 -1.076 0.009
S 1.38796 0.96180 -1.63042 2.288 3.427 -1.904 0.595
O 0.04872 0.35208 -1.91049 -2.350 -3.210 1.765 -0.402
O 1.91684 -0.00517 -0.55698 -2.443 -1.918 1.465 -0.393
O 2.18767 0.95313 -2.79407 0.009 -0.370 0.254 -0.151
H 0.33514 7.19391 -0.36364 1.291 -0.434 0.098 0.125
H 2.04456 7.56452 -0.72857 -0.008 -0.440 -0.052 0.105
H 1.59515 6.86734 0.86482 0.045 0.162 -0.528 0.090
H 2.58120 4.83911 1.09264 -0.240 -0.195 0.426 0.124
H 1.82354 2.40184 0.92249 0.686 -0.775 0.688 0.094
H 0.20351 3.23340 -2.98906 1.419 0.113 0.428 0.148
H 0.71788 5.64599 -2.71322 -0.109 -0.835 1.132 0.158

48
Properties=species:S:1:pos:R:3:forces:R:3:lowdin_charge:R:1 method="wB97M-V/def2-TZVPD" lumo_ev=0.67 gap_ev=9.253 smiles="Cc1c(C(=O)OCCOC(C)C)[nH]c2c1C(=O)C[C@H](c1ccco1)C2" homo_ev=-8.59 total_charge=0
C 0.69919 -1.74446 1.54328 0.128 -0.201 0.005 -0.011
C -0.12283 -0.61123 1.05693 0.132 0.558 -0.120 -0.117
C 0.28357 0.69605 0.84246 -0.047 -0.628 0.109 -0.108
N -0.79963 1.42128 0.38717 0.041 0.194 -0.065 0.162
C -1.87340 0.62854 0.30423 -0.048 -0.333 0.090 -0.176
C -1.50043 -0.65208 0.71074 0.318 0.416 0.033 -0.054
C -2.43554 -1.76348 0.71878 -0.390 0.117 -0.185 -0.344
O -2.17711 -2.89077 1.08336 0.026 -0.093 0.051 0.087
C -3.81258 -1.39959 0.17646 -0.040 -0.172 0.207 -0.048
H -4.53955 -2.11025 0.57353 0.073 -0.006 -0.041 0.134
H -3.77844 -1.53010 -0.90943 -0.028 -0.017 -0.042 0.142
C -4.23958 0.04056 0.49535 -0.081 0.004 -0.539 -0.228
C -5.61896 0.29783 -0.01680 -0.256 0.143 1.005 -0.268
C -6.79386 0.54330 0.62986 0.625 -0.109 -0.179 -0.017
C -7.78007 0.69041 -0.37727 0.102 -0.048 -0.593 -0.061
C -7.13109 0.52363 -1.55875 -0.907 0.176 0.253 -0.117
O -5.82420 0.28582 -1.35304 0.546 -0.120 -0.139 0.046
H -7.47008 0.54947 -2.57519 0.054 -0.016 -0.166 0.118
H -8.82169 0.89153 -0.23478 -0.231 0.041 -0.060 0.100
H -6.94024 0.61014 1.68834 0.058 -0.002 0.249 0.110
H -4.25180 0.17436 1.58165 -0.062 0.030 -0.086 0.164
C -3.23540 1.02799 -0.12308 -0.083 0.060 0.075 -0.057
H -3.46051 2.05179 0.18504 -0.022 -0.009 -0.042 0.134
H -3.31791 0.97942 -1.21416 -0.024 0.048 0.035 0.136
H -0.73329 2.40332 0.16462 -0.050 -0.068 0.010 0.171
C 1.55678 1.37826 0.98323 0.028 0.301 0.004 -0.430
O 1.71715 2.54349 0.67426 0.021 -0.141 0.041 0.096
O 2.51583 0.59716 1.49812 -0.433 -0.252 -0.083 0.017
C 3.80875 1.16988 1.61261 0.600 0.427 -0.332 -0.122
C 4.54664 1.17356 0.27536 -0.224 0.113 0.220 -0.186
O 4.86813 -0.15201 -0.05879 -0.022 -0.168 0.089 -0.123
C 5.68007 -0.30628 -1.21186 0.145 -0.203 -0.310 -0.456
C 6.21756 -1.73339 -1.17152 -0.097 0.457 0.125 -0.044
H 6.89431 -1.90487 -2.00361 0.068 -0.055 -0.094 0.079
H 6.74749 -1.90282 -0.23850 0.076 -0.052 0.074 0.079
H 5.39037 -2.43509 -1.23008 -0.099 -0.116 -0.036 0.083
C 4.90579 -0.05179 -2.50738 0.126 0.095 0.433 -0.045
H 4.02815 -0.69293 -2.53944 -0.096 -0.087 -0.023 0.087
H 5.53828 -0.27340 -3.36255 0.052 0.001 -0.120 0.079
H 4.58497 0.98473 -2.57765 -0.057 0.086 -0.073 0.070
H 6.52218 0.40595 -1.15067 -0.109 -0.100 0.023 0.141
H 3.90455 1.63911 -0.48444 0.114 0.000 0.085 0.123
H 5.46276 1.77808 0.37383 -0.101 -0.027 0.019 0.136
H 4.34030 0.54227 2.32855 -0.042 0.087 -0.049 0.137
H 3.72289 2.19828 1.97937 0.056 -0.185 0.001 0.131
H 1.67212 -1.74479 1.05738 0.055 -0.060 0.026 0.082
H 0.18080 -2.68103 1.35953 0.055 -0.020 0.037 0.073
H 0.86957 -1.64580 2.61497 0.047 -0.064 0.079 0.095

114
Properties=species:S:1:pos:R:3:forces:R:3:lowdin_spin:R:1 method="wB97M-V/def2-TZVPD" s2=0.76 lumo_ev="-2.90 / -5.89" multiplicity=2 gap_ev="7.318 / 4.326" homo_ev="-10.22 / -10.22" total_charge=+1
Mg 0.26408 1.17544 0.44886 -0.386 -0.421 1.372 0.003
C -1.47471 3.18737 -1.71798 0.203 -0.039 0.105 0.000
C -0.11566 2.72553 -2.17456 0.044 -0.148 0.109 0.001
C 0.33678 3.22396 -3.50769 0.137 -0.219 -0.129 0.010
C 1.85377 3.26354 -3.76300 -0.107 -0.203 -0.094 0.001
C 2.68524 2.26809 -2.92048 -0.054 -0.150 -0.052 0.000
C 1.84851 1.38251 -1.96612 -0.152 -0.199 -0.215 -0.002
N 0.56812 1.89326 -1.47416 0.289 0.207 -0.602 -0.001
C 2.55624 0.58408 -0.88609 -0.184 -0.276 0.043 0.005
C 3.92641 0.46253 -0.80062 0.183 0.173 0.006 -0.001
C 4.43889 -0.57248 -0.03304 -0.015 -0.022 0.012 0.004
C 3.57985 -1.49845 0.53446 0.152 0.012 -0.065 0.000
C 2.20632 -1.32457 0.41631 -0.286 0.190 -0.078 0.006
N 1.72284 -0.23632 -0.20816 0.376 -0.279 -0.685 0.028
C 1.22389 -2.35729 0.89710 0.040 0.155 -0.045 0.003
C 1.64530 -3.46302 1.61984 0.118 0.068 -0.152 0.003
C 0.70994 -4.38752 2.05061 -0.012 -0.152 -0.173 0.001
C -0.62200 -4.17114 1.77672 -0.104 -0.158 -0.155 0.002
C -0.98183 -3.05142 1.03492 0.055 0.010 0.095 0.005
C -2.43235 -2.75616 0.76285 0.065 -0.132 -0.007 0.000
N -0.06603 -2.19154 0.57084 -0.149 -0.044 0.023 0.049
H -1.90778 3.88749 -2.42844 0.016 -0.027 -0.029 0.000
H -1.40988 3.67440 -0.74468 0.031 -0.036 -0.035 0.000
H -2.14317 2.33082 -1.62080 -0.001 -0.007 0.029 0.000
H -0.16341 4.15731 -3.74576 -0.037 -0.004 -0.044 0.001
H 2.28979 4.24644 -3.90300 -0.003 0.018 -0.016 0.000
H 3.62666 2.64986 -2.53278 -0.033 -0.043 -0.068 0.000
H 4.58285 1.14419 -1.32758 -0.061 -0.068 0.072 0.000
H 5.51131 -0.68986 0.07611 -0.088 0.003 0.005 0.000
H 3.99492 -2.34814 1.04716 -0.003 -0.104 0.059 0.000
H 2.68101 -3.61522 1.87634 0.068 0.081 0.010 0.000
H 1.02248 -5.25037 2.62488 -0.025 0.044 -0.118 0.000
H -1.38412 -4.85655 2.12873 0.066 0.111 -0.004 0.000
H -3.06638 -3.55052 1.15140 0.030 -0.005 0.022 0.000
H -2.63275 -2.65010 -0.30892 0.007 -0.055 0.226 0.000
H -2.71003 -1.82534 1.26558 -0.037 -0.140 -0.023 0.000
N -1.67586 0.16335 -0.03903 -0.132 -0.638 -0.113 0.025
C -2.57851 -0.24722 -1.04078 0.121 0.175 -0.186 0.015
C -3.93559 0.05358 -0.92526 0.061 0.006 -0.108 -0.002
C -4.83359 -0.40790 -1.86761 -0.039 -0.085 -0.128 0.012
C -4.41204 -1.19946 -2.93929 -0.167 0.063 0.064 0.006
C -3.07607 -1.50942 -3.07384 0.088 -0.003 -0.041 0.019
C -2.14752 -1.00259 -2.15792 0.286 0.326 0.701 0.067
P -0.38906 -1.28054 -2.38326 -0.569 0.139 -1.156 0.441
C -0.12042 -2.87947 -3.13364 0.155 -0.192 0.473 0.051
C -0.36266 -4.01264 -2.33591 -0.075 0.134 -0.147 0.033
C -0.16195 -5.27785 -2.85911 0.016 0.057 -0.069 -0.004
C 0.29958 -5.41809 -4.16459 0.021 0.076 -0.018 0.039
C 0.55461 -4.29740 -4.95223 -0.009 -0.122 0.033 0.001
C 0.36068 -3.02573 -4.44059 -0.032 0.060 0.144 0.033
C 0.28144 -0.00445 -3.47926 0.509 0.024 0.508 0.052
C 1.72062 0.29325 -3.17182 -0.327 0.165 0.162 0.004
C 2.55214 1.21546 -4.07446 -0.167 0.122 0.076 -0.001
C 1.71346 2.21042 -4.90595 0.070 0.108 0.259 0.002
C 0.17530 2.13849 -4.68779 0.075 -0.023 0.218 0.010
C -0.44384 0.86698 -4.18839 -0.139 0.043 -0.057 0.067
H -2.16208 0.48248 0.79828 0.062 0.063 -0.083 0.001
H -1.09109 -0.64537 0.27907 -0.145 0.256 -0.094 0.001
H -4.28242 0.63217 -0.07648 0.022 -0.019 -0.005 0.000
H -5.88487 -0.16943 -1.75630 0.052 -0.022 -0.025 0.001
H -5.12809 -1.56708 -3.66185 0.008 0.009 0.024 0.001
H -2.73891 -2.12221 -3.90208 0.011 0.004 0.039 0.000
H -0.71101 -3.89021 -1.31520 0.066 -0.047 -0.120 0.001
H -0.35671 -6.15317 -2.25204 0.018 0.045 -0.022 -0.001
H 0.46868 -6.40859 -4.56983 -0.025 0.058 0.002 0.002
H 0.90485 -4.41824 -5.96955 -0.004 -0.003 0.043 0.000
H 0.55344 -2.15317 -5.05228 0.011 -0.006 0.016 0.001
H 2.25377 -0.62503 -2.92372 0.054 0.038 0.112 0.001
H 3.40777 0.76327 -4.56613 0.006 -0.017 -0.005 0.000
H 2.04810 2.39296 -5.92222 -0.047 0.006 -0.015 0.000
H -0.38358 2.54425 -5.52524 -0.053 0.068 0.008 0.000
H -1.51878 0.73517 -4.31440 0.151 0.018 0.049 0.002
F -0.45979 2.87903 1.10682 0.037 0.610 -0.160 0.000
P 0.92142 3.80449 1.59235 0.062 0.322 0.123 0.000
F 1.74776 2.34696 1.32710 -0.092 0.334 -0.129 0.000
F -0.00008 5.08164 1.71280 -0.081 0.024 0.008 0.000
F 1.17691 4.13986 0.03242 -0.034 -0.131 -0.011 0.000
F 2.25385 4.52606 2.00988 0.102 -0.020 -0.065 0.000
F 0.60949 3.36224 3.06865 0.011 -0.267 0.164 0.000
O -0.08095 0.27568 2.12702 0.031 -0.016 0.048 0.001
Si -0.06219 0.16754 3.73055 -0.027 -0.574 -0.038 0.000
C -0.31992 -1.65281 4.27846 -0.028 -0.206 -0.060 0.000
C -1.61577 -2.14876 4.51944 0.211 -0.117 -0.154 0.000
C -1.83371 -3.47220 4.90145 0.043 0.127 -0.081 0.000
C -0.75565 -4.33428 5.06879 0.063 0.041 0.075 0.000
C 0.53442 -3.87070 4.84127 0.008 0.148 0.258 0.000
C 0.74655 -2.55108 4.44577 -0.265 0.126 0.344 0.000
C -1.51941 1.06259 4.50976 0.073 0.313 -0.042 0.000
C -1.74342 1.06176 5.89095 -0.125 -0.039 0.020 0.000
C -2.77428 1.80564 6.45588 0.061 -0.074 -0.026 0.000
C -3.62147 2.55051 5.64380 0.010 -0.010 -0.010 0.000
C -3.43649 2.54483 4.26782 0.019 -0.043 -0.040 0.000
C -2.39099 1.81161 3.71419 -0.013 0.036 0.042 0.000
C 1.59400 0.65202 4.50283 -0.028 0.365 -0.122 0.000
C 2.77526 0.26645 3.85739 0.023 0.064 0.106 0.000
C 4.02735 0.63747 4.33700 -0.071 -0.080 -0.060 0.000
C 4.12459 1.41439 5.48428 -0.010 0.005 0.024 0.000
C 2.96809 1.82066 6.13742 -0.111 -0.052 -0.021 0.000
C 1.71763 1.44562 5.65078 0.127 -0.059 -0.110 0.000
H -2.47011 -1.48103 4.41994 0.103 -0.070 0.021 0.000
H -2.84391 -3.82723 5.08107 0.072 0.046 0.023 0.000
H -0.91978 -5.35639 5.39578 0.010 0.070 -0.036 0.000
H 1.38360 -4.53835 4.98085 -0.128 0.116 0.037 0.000
H 1.76889 -2.20612 4.30470 -0.117 -0.011 0.012 0.000
H -1.11240 0.45651 6.53859 -0.027 0.098 -0.039 0.000
H -2.91364 1.80951 7.53173 -0.007 -0.028 -0.078 0.000
H -4.42222 3.13494 6.08383 0.055 -0.045 -0.029 0.000
H -4.09793 3.12402 3.62945 0.083 -0.053 0.063 0.000
H -2.22909 1.84154 2.63905 0.022 0.063 0.103 0.000
H 2.71416 -0.32478 2.94726 0.001 0.042 0.007 0.000
H 4.92810 0.32819 3.81160 -0.108 0.032 0.067 0.000
H 5.09767 1.70961 5.86344 -0.090 -0.017 -0.040 0.000
H 3.03674 2.44355 7.02394 -0.006 -0.064 -0.086 0.000
H 0.82930 1.80396 6.16152 0.067 -0.033 -0.048 0.000

Number 1: E_tot -1653.11219 Eh. Number 2: E_tot -1168.78202 Eh. Number 3: E_tot -4113.18348 Eh.